(1)
Density functional theory data (the ωB97M-V functional and the def2-TZVPD basis) for 3 unconnected molecules or ions with the total composition C24H51N7O9P3S in a non-equilibrium geometry.

Values from the calculation:
Total charge   +1

Element x y z (Å)
O 6.71493 1.80813 0.70757
C 5.93780 2.75605 1.00933
O 5.39828 3.67274 0.06176
C 5.09720 3.02782 -1.20503
C 3.68900 3.64577 -1.74225
C 2.53930 2.88496 -0.90893
N 2.11603 3.47535 0.33786
C 1.09198 2.96221 1.20997
C 0.31847 1.64324 0.83706
P -0.98267 1.07366 2.07348
O -2.54731 1.69785 1.73119
O -0.51757 1.70228 3.60104
S -1.13424 -0.85568 2.24779
C 0.70094 0.93438 -0.49267
C -0.07869 -0.40092 -0.94589
O 0.27506 -1.55485 -0.65491
O -1.27484 -0.20907 -1.69083
C 1.83355 1.57772 -1.35622
C 2.27990 0.88012 -2.71647
C 3.10629 -0.51541 -2.12145
C 4.77224 -0.44941 -2.29628
O 3.79964 -1.35816 -3.16687
H 5.68031 2.93713 2.10795
H 4.90561 1.91650 -1.03525
H 5.92674 3.22446 -1.98666
H 3.53998 3.46292 -2.85830
H 3.61658 4.77707 -1.57058
H 2.56809 4.36749 0.62319
H 0.81523 3.51532 2.17527
H -3.15963 1.08370 2.19976
H 0.35356 1.29860 3.83506
H -1.84353 0.39772 -1.15991
H 3.05279 1.47228 -3.30410
H 1.40170 0.48905 -3.32848
H 2.67190 -1.03624 -1.13055
H 5.24672 0.40332 -2.87695
H 5.17770 -0.96233 -1.36690
O 1.29115 -2.23727 4.78732
P 1.43299 -3.77192 4.75340
N 0.07227 -3.98049 5.76227
C 0.00714 -4.54138 7.09601
C -1.23326 -3.64473 5.21090
N 2.87820 -3.78148 5.70466
C 3.07559 -4.51731 6.94432
C 3.62534 -2.52536 5.80040
N 1.58509 -5.54047 4.67250
C 2.57921 -5.86799 3.61208
C 0.41313 -6.37201 4.36274
H 0.55442 -5.48396 7.17751
H -1.01379 -4.78856 7.39988
H 0.39490 -3.83604 7.83733
H -1.55335 -4.40144 4.48458
H -1.20976 -2.68219 4.69250
H -2.01285 -3.56734 5.97216
H 2.60912 -4.01403 7.79625
H 4.14396 -4.61009 7.16923
H 2.71567 -5.54466 6.89232
H 3.13516 -1.82085 6.48211
H 3.73141 -2.05576 4.81982
H 4.64535 -2.69318 6.16258
H 2.21418 -5.54918 2.63283
H 2.78722 -6.94124 3.57807
H 3.53415 -5.36877 3.79141
H -0.06286 -6.07041 3.42429
H -0.33712 -6.35836 5.15373
H 0.70605 -7.42342 4.28001
O -3.00626 4.46382 -5.47632
P -3.98502 3.28053 -5.56335
N -4.70716 3.64732 -4.05926
C -4.72459 2.86252 -2.84391
C -5.49984 4.86732 -3.97406
N -2.74927 2.08459 -5.36299
C -2.73683 1.03625 -4.35704
C -1.36621 2.50634 -5.59404
N -5.12281 1.92956 -5.75475
C -5.01645 1.43479 -7.15642
C -6.56146 2.13488 -5.53268
H -4.99225 1.81845 -3.02710
H -5.46894 3.21551 -2.12476
H -3.75364 2.90107 -2.33800
H -6.45546 4.74633 -4.49728
H -4.97730 5.71056 -4.43376
H -5.72159 5.16373 -2.94628
H -2.42404 1.41428 -3.37876
H -2.03378 0.24343 -4.63670
H -3.69605 0.52848 -4.25660
H -0.98402 3.09833 -4.75350
H -1.28277 3.09504 -6.50992
H -0.70287 1.64487 -5.73163
H -5.33856 2.20553 -7.86036
H -5.62597 0.53988 -7.31085
H -3.98892 1.16177 -7.40724
H -6.95644 2.94717 -6.15080
H -6.80418 2.34137 -4.48993
H -7.11512 1.22040 -5.76775

Force components x, y, z for each atom (eV/Å):
O -3.734 4.006 0.873
C 3.049 -2.631 -1.034
O -0.008 -2.225 1.184
C -0.590 0.214 -1.332
C -0.384 -0.677 1.034
C -2.323 -1.457 0.578
N -1.460 -2.107 -0.272
C -0.508 -2.723 -2.520
C 2.787 2.940 -1.932
P -1.762 -1.644 2.240
O 3.151 -0.188 0.659
O 0.059 0.041 -2.977
S 0.414 1.139 -0.613
C 1.384 2.946 1.129
C -0.493 -3.165 0.567
O -0.468 4.854 -1.327
O 1.980 0.565 2.071
C -0.715 1.225 1.356
C 0.757 -2.249 2.181
C 3.130 0.818 -1.543
C -5.071 -1.361 0.212
O 0.395 3.093 3.782
H 0.091 0.350 -1.636
H 0.687 1.439 -0.367
H -1.319 -0.419 1.414
H 0.228 0.113 1.643
H 0.156 -1.672 -0.098
H -0.351 -0.927 -0.329
H 0.701 -0.765 -1.715
H 0.517 0.283 -0.325
H -0.889 0.029 -0.078
H 0.318 -0.251 -0.662
H -1.395 -0.795 0.733
H 1.095 0.894 0.771
H 0.945 1.043 -2.645
H -0.620 -1.439 0.923
H 0.212 0.576 -1.915
O 0.102 -0.714 -4.393
P 0.350 0.818 8.651
N -2.074 -0.369 0.452
C 0.487 -0.331 0.048
C 0.242 0.330 -0.493
N 0.697 0.293 -0.288
C 0.307 -0.798 -0.121
C -0.072 0.147 -0.380
N 0.218 0.603 -3.737
C 0.757 -0.294 0.068
C -0.635 -0.097 0.311
H 0.161 0.046 0.080
H -0.022 0.189 -0.321
H 0.061 -0.128 0.128
H -0.286 -0.037 -0.085
H 0.060 0.007 0.001
H 0.259 -0.073 0.068
H -0.026 0.034 0.018
H -0.031 0.171 -0.125
H -0.201 0.193 -0.088
H 0.018 0.096 -0.051
H -0.196 0.013 0.194
H -0.186 -0.298 0.066
H 0.005 -0.264 -0.119
H -0.179 0.096 0.079
H -0.222 0.072 0.159
H -0.015 -0.192 0.000
H 0.139 0.367 -0.013
H 0.292 0.232 -0.143
O -2.046 0.523 -3.764
P 3.430 -2.156 7.235
N -1.338 0.712 1.322
C 0.027 -0.528 -0.303
C 0.206 0.338 -0.568
N 0.698 -0.281 -0.373
C -0.433 -0.629 -0.400
C -0.119 0.260 -0.347
N -0.540 1.543 -3.264
C 0.325 -0.672 -0.298
C -0.390 0.251 0.532
H 0.168 -0.114 0.003
H 0.025 0.245 -0.267
H 0.053 -0.159 0.118
H -0.203 0.166 0.065
H 0.019 -0.054 -0.030
H 0.144 -0.240 -0.051
H 0.025 0.075 0.055
H 0.073 0.165 -0.061
H -0.043 0.289 0.023
H 0.070 0.125 -0.025
H -0.038 0.078 0.303
H -0.301 -0.158 0.114
H -0.201 -0.161 -0.111
H -0.029 0.157 0.160
H -0.054 0.139 0.232
H -0.144 -0.135 0.008
H 0.332 0.195 -0.053
H 0.311 0.041 -0.248

---

(2)
Density functional theory data (the ωB97M-V functional and the def2-TZVPD basis) for 2 unconnected molecules or ions with the total composition C24H51NO3.

Element x y z (Å)
C 5.06345 3.47162 -0.37167
C 5.78302 2.29826 -1.06847
C 4.88828 1.09721 -1.42248
C 4.92729 -0.03210 -0.38787
C 4.44804 0.35348 1.01445
C 2.96359 0.70971 1.11591
C 2.01624 -0.41363 0.69788
C 2.08688 -1.65371 1.60876
C 0.71693 -2.09904 2.13308
C -0.01735 -1.09096 3.05495
C -1.29142 -0.42675 2.49010
C -1.20891 1.07032 2.14989
C -2.50357 1.54370 1.46739
C -2.77214 0.94699 0.09279
C -1.99431 1.50783 -1.10236
O -1.13546 2.56364 -0.68641
C -0.03904 2.87072 -1.51039
C -0.15615 2.43792 -2.96435
N -0.64973 1.02025 -3.08448
C -1.17852 0.42549 -1.79447
C -1.91691 -0.85566 -2.16104
C -0.97317 -2.05938 -2.19803
C -1.61976 -3.26540 -2.85548
O 0.17944 -1.61113 -2.94693
H 4.06738 3.18445 -0.03341
H 4.95808 4.32519 -1.04465
H 5.62103 3.82604 0.49692
H 6.59315 1.94192 -0.42520
H 6.25337 2.66527 -1.98272
H 3.85581 1.43852 -1.57367
H 5.21107 0.67890 -2.38148
H 5.96257 -0.38485 -0.31905
H 4.34967 -0.88316 -0.76209
H 5.04740 1.20033 1.36770
H 4.67621 -0.47268 1.69613
H 2.76740 1.59535 0.50983
H 2.73808 0.99996 2.14793
H 0.98691 -0.04575 0.69923
H 2.24731 -0.70000 -0.34107
H 2.55040 -2.48401 1.06674
H 2.73085 -1.43838 2.46840
H 0.86136 -3.03932 2.67349
H 0.06896 -2.34505 1.28201
H -0.33414 -1.65097 3.93797
H 0.69307 -0.33316 3.41141
H -1.64283 -1.02117 1.63951
H -2.10421 -0.53856 3.21700
H -0.30865 1.34480 1.58723
H -1.15669 1.63166 3.09027
H -2.57653 2.63458 1.45236
H -3.32156 1.17626 2.09998
H -2.59009 -0.12093 0.18795
H -3.83882 1.03989 -0.12477
H -2.71157 1.91055 -1.84155
H 0.08949 3.95694 -1.51297
H 0.87263 2.44272 -1.08577
H -0.82374 3.07477 -3.54318
H 0.83292 2.49337 -3.42041
H 0.05649 0.37947 -3.45658
H -1.42967 0.99974 -3.73959
H -0.29102 0.18815 -1.20055
H -2.37461 -0.77606 -3.15755
H -2.72927 -1.03972 -1.46013
H -0.67342 -2.31693 -1.17712
H -2.60791 -3.44990 -2.43116
H -1.71947 -3.08187 -3.92821
H -1.01735 -4.16406 -2.71797
H 0.94768 -2.13366 -2.70662
C -5.92630 -0.95785 1.78288
C -4.56928 -1.66496 1.99297
C -4.75735 -3.17456 1.72343
O -4.03034 -1.42055 3.19526
H -6.63500 -1.31304 2.53475
H -5.80540 0.12085 1.91745
H -6.35329 -1.13689 0.78460
H -3.92985 -1.31029 1.12054
H -5.43409 -3.59190 2.47328
H -3.79507 -3.68522 1.81558
H -5.16845 -3.38369 0.72386

Force components x, y, z for each atom (eV/Å):
C 0.140 -0.040 -0.079
C -0.087 0.022 0.065
C 0.015 -0.033 -0.059
C 0.011 0.061 0.008
C 0.124 -0.051 -0.034
C 0.001 0.006 0.037
C 0.118 -0.139 -0.103
C -0.205 0.076 -0.008
C 0.051 0.012 -0.011
C -0.026 -0.110 -0.029
C 0.226 0.182 0.241
C -0.228 -0.081 0.093
C -0.008 -0.011 0.299
C -0.179 0.103 0.054
C 0.004 -0.071 -0.079
O -0.126 0.222 -0.133
C 0.101 0.044 0.034
C 0.137 0.055 -0.095
N -0.006 0.202 -0.089
C 0.014 -0.103 0.055
C 0.120 -0.318 -0.156
C -0.250 0.061 -0.007
C 0.088 0.069 -0.070
O 0.022 0.048 0.006
H 0.033 0.046 0.044
H -0.093 -0.057 0.016
H -0.058 -0.015 -0.014
H 0.014 -0.006 -0.095
H 0.050 0.001 0.065
H 0.025 0.004 0.002
H -0.030 0.018 0.043
H -0.052 0.023 0.018
H 0.008 0.006 0.034
H -0.072 -0.028 0.023
H -0.064 0.042 -0.034
H -0.068 0.104 -0.074
H -0.011 -0.042 -0.050
H 0.022 0.107 0.030
H -0.131 0.040 0.127
H 0.059 0.003 0.103
H -0.008 -0.023 -0.045
H -0.042 0.034 -0.042
H -0.009 0.009 0.015
H 0.106 0.092 0.015
H -0.035 -0.014 -0.036
H 0.045 0.061 -0.025
H -0.082 -0.133 -0.264
H -0.059 -0.013 -0.158
H 0.193 -0.095 -0.020
H 0.101 -0.056 -0.069
H 0.045 0.045 -0.036
H -0.031 0.033 -0.022
H 0.047 -0.064 0.002
H 0.061 -0.009 0.043
H 0.024 -0.072 0.055
H 0.078 -0.131 0.076
H -0.090 -0.067 0.147
H -0.090 0.004 -0.026
H 0.024 -0.174 0.140
H 0.035 -0.016 -0.068
H -0.114 0.056 0.099
H -0.055 0.149 0.068
H 0.033 -0.089 -0.024
H 0.078 0.160 0.006
H 0.039 -0.012 0.031
H -0.068 -0.011 0.055
H -0.001 0.033 0.001
H 0.065 -0.145 -0.001
C -0.011 0.064 -0.159
C -0.059 -0.155 0.325
C 0.000 -0.064 -0.149
O -0.063 0.126 -0.243
H 0.001 0.008 0.037
H 0.011 -0.003 0.049
H 0.028 -0.015 0.036
H 0.110 -0.013 -0.106
H 0.004 -0.008 0.033
H 0.001 0.027 0.047
H 0.000 0.029 0.035

---

no.,HOMO-LUMO gap (eV),total energy (Ha)
1,4.12,-3427.1415
2,4.18,-1225.3703